# 1
C8H14FN3O2P | the ωB97M-V functional and the def2-TZVPD basis

Structure (XYZ):
```
29
Properties=species:S:1:pos:R:3:lowdin_charge:R:1
N 3.02 1.08 1.55 -0.295
P 3.08 0.09 0.30 0.759
C 1.45 -0.87 0.16 -0.223
C 0.23 -0.04 0.25 0.035
C -1.05 -0.77 0.19 -0.119
C -2.34 0.12 0.33 -0.017
C -2.58 0.23 1.89 -0.397
O -3.07 -0.67 2.46 0.169
F -2.17 1.35 2.59 0.091
C -1.10 -2.23 0.03 0.072
C 0.17 -2.93 -0.08 0.034
N 1.38 -2.25 -0.01 -0.149
N 2.54 -3.04 -0.14 0.114
H 2.13 0.97 2.04 -0.029
H 3.22 0.84 -0.90 0.020
H 4.19 -0.79 0.44 0.006
H 0.28 1.07 0.36 0.131
H -2.17 1.13 -0.13 0.103
H -3.20 -0.36 -0.19 0.141
H -2.10 -2.72 0.00 0.141
H 0.12 -4.04 -0.20 0.155
H 3.27 -2.67 0.49 0.087
H 2.28 -3.93 0.30 0.121
C -1.50 3.70 -1.97 -0.121
O -1.03 2.42 -1.53 -0.161
H -2.43 3.92 -1.46 0.086
H -0.76 4.47 -1.72 0.085
H -1.66 3.68 -3.05 0.084
H -0.20 2.25 -1.99 0.078
```

Computed properties:
Charge = +1
Frontier orbital gap = 7.452 eV
DFT total energy = -1068.821270 a.u.


# 2
C4H11NO2 | the ωB97M-V functional and the def2-TZVPD basis

Structure (XYZ):
```
18
Properties=species:S:1:pos:R:3:lowdin_charge:R:1
C -0.81 0.62 -0.68 -0.074
C -0.14 0.65 0.69 -0.455
N 1.16 0.01 0.78 0.038
C -1.10 0.05 1.78 -0.129
C -0.44 0.22 3.12 -0.291
O -0.55 1.15 3.86 0.053
H -1.55 1.40 -0.76 0.075
H -0.03 0.87 -1.42 0.078
H -1.21 -0.34 -1.00 0.077
H 0.00 1.69 1.02 0.139
H 1.92 0.66 0.60 0.080
H 1.25 -0.71 0.08 0.072
H -2.08 0.52 1.71 0.119
H -1.12 -1.01 1.57 0.108
H 0.23 -0.61 3.38 0.110
O 1.63 -1.67 -4.54 -0.072
H 2.02 -2.19 -5.24 0.031
H 0.82 -1.31 -4.95 0.041
```

Computed properties:
SMILES = C[C@H](N)CC=O.O
Frontier orbital gap = 9.900 eV
DFT total energy = -364.219842 a.u.
Energy relative to the best compared isomer or geometry (same formula, charge and spin) = 30.3 kcal per mole


> Which value of DFT total energy does entry 2 give?

-364.219842 a.u.